Here is a structure of composition C19H19N2O3PdS2 from the OMol25 dataset. Energies are from wB97M-V/def2-TZVPD.

Geometry as XYZ:
```
46
Properties=species:S:1:pos:R:3:forces:R:3:nbo_charge:R:1
H -1.5349 -5.0756 -0.2753 0.0131 0.0041 -0.0133 0.196
C -0.2518 -1.6088 -0.6515 0.1569 -0.1036 -0.1304 0.352
C 0.0231 -3.3871 -2.3068 -0.0464 -0.0058 0.0659 -0.206
C 3.7914 1.0129 -0.6207 -0.0495 -0.0192 -0.0421 -0.197
H 5.5543 -1.8703 -2.4841 -0.0046 0.0051 0.0090 0.201
H -4.2039 4.3622 0.8948 0.0159 -0.0151 -0.0118 0.198
C 5.1546 1.0740 -0.8617 0.0185 0.0162 0.0135 -0.222
C -1.9681 3.2877 3.1900 0.1120 0.1635 -0.0516 -0.163
O 1.0544 0.8981 -0.3160 0.0207 0.6165 0.1379 -0.654
C -2.2028 -4.2446 -0.0386 -0.0181 -0.0286 -0.0018 -0.620
H -1.9146 -3.8379 0.9301 0.0044 0.0189 -0.0134 0.230
H -3.2162 -4.6420 0.0428 -0.0131 0.0301 -0.0097 0.206
C -2.1305 -3.1653 -1.1112 0.0247 0.0373 -0.0338 -0.218
C 5.0603 -1.0619 -1.9581 0.0139 -0.0265 -0.0158 -0.219
H -3.5939 5.7204 4.9111 0.0094 -0.0088 -0.0142 0.196
C -2.6408 3.3530 1.9547 0.1545 0.0059 0.1034 -0.143
H 3.2734 1.8116 -0.1059 -0.0072 -0.0186 0.0072 0.246
C -3.6648 4.2955 1.8325 -0.0164 -0.0179 -0.0703 -0.192
H 5.7212 1.9327 -0.5232 0.0108 -0.0093 -0.0094 0.207
H 0.4096 -1.7274 -3.6242 0.0027 0.0035 0.0264 0.230
H -4.7977 5.8633 2.7420 0.0079 -0.0197 0.0113 0.195
H -0.3828 -4.3998 -2.3558 0.0040 -0.0210 -0.0440 0.184
S -2.2375 2.3313 0.5723 -0.1028 -0.1547 0.1938 -0.246
H 0.5586 -3.3130 -4.4003 0.0091 0.0011 0.0067 0.201
H -1.0403 -2.6518 -4.0467 -0.0030 0.0092 0.0246 0.199
N -0.7763 -2.6683 -1.3209 -0.1115 -0.0638 0.0267 -0.418
H -2.4751 -3.5556 -2.0718 0.0047 -0.0499 -0.0086 0.187
N 0.9883 -1.3018 -1.0054 -0.2280 -0.0217 -0.1144 -0.689
C -3.3292 5.0644 4.0904 -0.0010 -0.0102 0.0097 -0.261
C 3.0549 -0.0906 -1.0415 0.0353 -0.0532 0.0098 -0.044
O 0.2621 2.5328 2.7289 -0.8821 -0.3494 -0.3808 -0.728
C -0.0154 -2.7285 -3.6777 0.0202 -0.0396 -0.0559 -0.617
C -0.8677 2.2717 3.3218 0.2379 -0.1903 -0.4963 0.719
H 1.0464 -3.4594 -1.9443 0.0091 0.0483 -0.0109 0.224
S -1.2659 -0.9833 0.6101 -0.2889 0.1847 -0.0783 -0.098
H -1.7783 4.0406 5.1751 -0.0107 0.0176 -0.0069 0.204
C -4.0010 5.1399 2.8787 -0.0226 0.0517 0.0329 -0.238
C 5.7913 0.0371 -1.5308 0.0565 0.0348 0.0082 -0.218
O -1.1357 1.1602 3.7910 -0.0679 -0.0579 1.1104 -0.677
C -2.3134 4.1281 4.2361 -0.0337 -0.0438 -0.0253 -0.184
H 6.8577 0.0850 -1.7170 -0.0088 0.0055 -0.0053 0.202
H -2.7772 -2.3258 -0.8595 0.0204 -0.0466 0.0274 0.237
C 1.5764 -0.1251 -0.7377 0.4609 -0.5498 -0.0101 0.637
Pd -0.4777 0.9305 1.4267 0.5423 0.6352 -0.1862 0.791
H 3.1175 -1.9811 -2.0324 -0.0299 -0.0051 0.0096 0.225
C 3.6978 -1.1282 -1.7098 -0.0193 0.0410 0.0065 -0.210
```
Forces are in eV/Å.

Summary:
Multiplicity   1
Relative energy (zero: lowest compared OMol25 entry of this formula, charge and spin)   1.9934 eV
E_LUMO (alpha / beta)   2.35 / 2.36 eV
Net charge   -1
Highest occupied orbital energy (alpha / beta)   -4.1 / -4.1 eV
Kohn-Sham gap (alpha / beta)   6.4335 / 6.4511 eV
Molar mass   493.93 g mol⁻¹



Here is an isolated molecule of C19H19N3O3 from the OMol25 dataset. Energies are from wB97M-V/def2-TZVPD.

Geometry as XYZ:
```
44
Properties=species:S:1:pos:R:3:forces:R:3:nbo_charge:R:1
N -0.0587 -1.4711 3.2228 0.0353 0.9268 -0.5254 -0.543
H 0.7470 0.2687 -4.1570 0.0314 -0.0818 -0.1118 0.225
H 2.9308 3.7136 -1.6034 0.0045 0.0860 0.0101 0.218
H -2.1896 1.9762 -1.5648 -0.1089 -0.0232 0.0043 0.224
H -3.4679 1.3532 -3.4533 0.0195 -0.0319 0.0228 0.179
H -1.4170 -2.0920 -2.3451 -0.0001 0.0785 -0.0979 0.224
H 0.9447 0.4895 3.5110 -0.0154 0.2141 -0.1629 0.247
C 1.6771 1.9550 2.0992 -0.3760 -0.5694 -0.1222 0.654
C -0.8350 1.0265 -2.9466 0.1405 0.0778 0.0263 0.370
C -0.9293 -3.2322 1.3247 0.1051 0.6799 -0.2582 0.181
C 0.5006 0.9294 -3.3410 -0.2132 -0.1118 -0.0490 -0.277
H -3.2751 0.0170 -2.2807 0.0085 0.0271 -0.0312 0.179
O 2.1662 2.8650 2.7307 0.0017 0.2962 0.2923 -0.624
C -0.1780 2.6037 -1.2593 0.2225 -0.0086 -0.0892 -0.186
H 2.5016 1.5815 -3.0226 0.1294 -0.0170 -0.0542 0.212
C -3.0852 0.3377 -3.3106 -0.2536 0.0192 0.0707 -0.257
O -0.0115 0.2463 1.6934 -0.0992 -0.0529 -0.2502 -0.497
C -0.6909 -1.8860 0.9495 -0.0319 -0.3132 0.2158 -0.198
C -0.3216 -2.7674 3.4532 -0.0759 -0.3693 0.0447 0.275
H 3.6075 2.9267 0.7248 0.0395 -0.1083 -0.1118 0.234
C -1.3606 -4.1436 0.3434 -0.0292 0.0352 -0.1506 -0.207
N 2.0695 1.5735 0.8711 0.0278 -0.2704 -0.3981 -0.616
H -0.6837 -0.4525 -0.6490 0.0055 0.0740 -0.0745 0.219
H -1.5416 -5.1638 0.6417 -0.0159 -0.1082 0.0401 0.230
C 1.4739 1.6651 -2.6998 -0.1410 0.0013 0.0408 -0.193
C 0.5532 1.0917 2.6849 0.2600 0.4311 0.5841 -0.176
C 2.2164 3.2736 -0.9058 0.0876 -0.2335 0.1229 -0.427
C 1.1503 2.5169 -1.6476 -0.0289 0.2541 0.0599 -0.054
H -3.5956 -0.3370 -3.9961 -0.0102 0.0564 0.0718 0.202
C -1.2858 -2.3940 -1.3170 0.0605 0.2639 -0.0290 -0.241
C -0.8742 -1.4814 -0.3820 0.0008 0.0471 -0.0991 -0.121
C 2.9780 2.3404 0.0530 0.1021 0.2766 0.0575 -0.215
C -1.5318 -3.7250 -0.9495 -0.0105 -0.1839 0.1796 -0.180
C -0.2450 -1.0316 2.0032 -0.0240 -0.6874 0.4647 0.595
H -0.4524 3.2542 -0.4412 -0.0149 0.0818 0.0848 0.215
H 1.5063 0.8838 0.3951 0.0099 0.0732 0.1593 0.414
H -0.2223 1.7551 3.0818 0.1264 -0.0936 -0.0782 0.213
H 1.7604 4.0752 -0.3236 0.0384 0.0462 -0.0177 0.218
H 3.5993 1.6420 -0.5137 0.0180 0.0872 0.0457 0.195
H -1.8578 -4.4262 -1.7038 -0.0247 -0.0770 -0.0395 0.217
O -1.7190 0.2506 -3.6366 0.3655 -0.0020 -0.0489 -0.517
H -0.1613 -3.0944 4.4724 0.0049 -0.0541 0.0744 0.180
N -0.7396 -3.6484 2.6006 -0.0593 -0.5411 0.3211 -0.457
C -1.1686 1.8755 -1.8977 -0.3125 -0.1947 -0.1943 -0.333
```
Forces are in eV/Å.

Summary:
Multiplicity   1
Relative energy (zero: lowest compared OMol25 entry of this formula, charge and spin)   1.3766 eV
E_LUMO   0.17 eV
Highest occupied orbital energy   -8.7 eV
Kohn-Sham gap   8.8865 eV
SMILES string   COc1ccc(CCNC(=O)COc2ncnc3ccccc23)cc1
Molar mass   337.38 g mol⁻¹